The following is a quantum chemistry calculation of C19H33BrKN8O2S as an isolated structure in a non-equilibrium geometry, from OMol25.

Element x y z (Å)
K -1.981 2.512 -0.609
N -0.376 -0.086 -0.872
C -0.182 -0.035 -2.323
C 0.990 0.906 -2.647
N 0.536 2.369 -2.362
C 1.639 3.131 -1.688
C 1.990 2.697 -0.233
N 0.782 2.729 0.656
C 0.323 2.975 -3.732
C -0.934 2.595 -4.445
N -2.154 2.531 -3.726
H 0.651 -0.279 -0.339
H -0.815 -1.003 -0.620
H -1.074 0.426 -2.732
H 0.008 -1.057 -2.800
H 1.233 0.843 -3.661
H 1.855 0.727 -2.004
H 1.408 4.206 -1.681
H 2.619 3.029 -2.277
H 2.848 3.331 0.160
H 2.379 1.700 -0.129
H 0.595 3.713 0.842
H 1.134 2.396 1.542
H 1.129 2.791 -4.457
H 0.316 4.088 -3.600
H -0.777 1.644 -4.974
H -1.004 3.350 -5.225
H -2.958 2.516 -4.383
H -2.265 3.410 -3.135
N -1.236 7.402 -1.126
N -2.102 6.767 -0.255
C -2.705 5.498 -0.617
O -3.517 5.196 0.277
O -2.284 4.905 -1.663
H -0.807 6.591 -1.614
H -0.470 7.869 -0.587
H -2.752 7.475 0.149
C -0.907 -3.351 5.151
C -1.167 -4.123 3.891
C -1.119 -5.574 3.849
C -1.219 -6.229 2.658
N -1.468 -5.533 1.513
C -1.639 -4.218 1.502
S -1.950 -3.364 0.086
N -1.515 -3.509 2.717
C -1.044 -7.694 2.418
H -1.484 -3.842 5.919
H -1.199 -2.308 5.073
H 0.122 -3.315 5.552
H -0.853 -6.093 4.794
H -1.582 -2.496 2.630
H 0.008 -7.861 2.018
H -1.678 -7.973 1.577
H -1.131 -8.387 3.274
Br 3.953 -4.270 2.675
C 3.113 -2.924 1.627
C 3.267 -2.795 0.257
C 2.448 -1.895 -0.387
C 1.590 -1.001 0.266
C 1.560 -1.079 1.660
C 2.307 -2.058 2.323
H 3.851 -3.524 -0.319
H 2.573 -1.836 -1.460
H 0.847 -0.509 2.220
H 2.273 -2.099 3.407

Summary:
Electronic energy ... -4904.41234 hartree
Gap between HOMO and LUMO ... 4.590 eV
Net charge ... -1
Spin multiplicity ... 1

***

The following is a quantum chemistry calculation of C49H49N6S3SiY as an isolated structure, from OMol25.

Element x y z (Å)
Y 2.007 -0.666 -1.027
N 0.047 0.196 -1.840
S -1.186 0.925 -1.551
N -2.256 0.285 -0.484
S -2.189 0.281 1.061
N -0.936 -0.211 1.827
S -0.123 -1.619 1.634
N 0.878 -1.702 0.570
C -1.355 -2.897 1.494
C -1.594 -3.378 0.215
C -2.550 -4.366 0.034
C -3.254 -4.859 1.124
C -3.007 -4.364 2.398
C -2.053 -3.378 2.590
C 0.525 -1.766 3.281
C 1.701 -2.488 3.404
C 2.262 -2.662 4.660
C 1.647 -2.115 5.775
C 0.470 -1.389 5.641
C -0.098 -1.208 4.391
C -3.647 -0.627 1.512
C -4.375 -1.335 0.571
C -5.501 -2.030 0.995
C -5.884 -1.998 2.327
C -5.142 -1.279 3.255
C -4.015 -0.587 2.851
C -2.456 1.884 1.781
C -3.547 2.602 1.307
C -3.841 3.828 1.876
C -3.053 4.317 2.910
C -1.967 3.590 3.371
C -1.659 2.357 2.811
C -2.282 1.083 -2.942
C -1.661 1.236 -4.174
C -2.433 1.406 -5.312
C -3.816 1.416 -5.211
C -4.429 1.259 -3.975
C -3.664 1.093 -2.831
C -0.943 2.605 -1.015
C -1.738 3.649 -1.465
C -1.489 4.933 -1.005
C -0.460 5.168 -0.104
C 0.333 4.117 0.337
C 0.091 2.834 -0.121
H -1.032 -2.989 -0.624
H -2.741 -4.760 -0.955
H -3.991 -5.638 0.985
H -3.548 -4.759 3.247
H -1.844 -3.013 3.586
H 2.181 -2.900 2.527
H 3.181 -3.220 4.768
H 2.088 -2.247 6.754
H -0.003 -0.957 6.513
H -1.005 -0.631 4.277
H -4.071 -1.346 -0.466
H -6.081 -2.590 0.275
H -6.771 -2.529 2.645
H -5.449 -1.250 4.291
H -3.443 -0.013 3.570
H -4.161 2.210 0.505
H -4.686 4.401 1.520
H -3.290 5.272 3.360
H -1.354 3.975 4.173
H -0.812 1.784 3.160
H -0.581 1.228 -4.235
H -1.957 1.530 -6.274
H -4.420 1.544 -6.099
H -5.508 1.265 -3.904
H -4.144 0.968 -1.871
H -2.535 3.480 -2.176
H -2.096 5.755 -1.359
H -0.268 6.174 0.244
H 1.147 4.293 1.028
H 0.720 2.024 0.232
N 2.968 -2.956 -1.251
C 3.945 -3.015 -2.303
C 5.063 -3.796 -2.295
C 5.954 -3.770 -3.392
C 5.706 -2.990 -4.483
C 4.562 -2.156 -4.510
C 4.236 -1.298 -5.583
C 3.132 -0.495 -5.502
C 2.357 -0.525 -4.329
N 2.622 -1.322 -3.313
C 3.698 -2.153 -3.400
H 2.138 -3.464 -1.558
H 3.297 -3.420 -0.412
H 5.266 -4.449 -1.455
H 6.833 -4.397 -3.363
H 6.380 -2.991 -5.327
H 4.868 -1.279 -6.461
H 2.856 0.170 -6.307
H 1.493 0.120 -4.214
C 5.918 2.497 0.829
Si 4.210 1.886 0.352
C 3.115 2.018 1.898
C 3.534 3.053 -0.976
C 4.083 0.165 -0.288
H 5.909 3.528 1.185
H 6.594 2.451 -0.027
H 6.353 1.879 1.616
H 3.020 3.046 2.252
H 3.539 1.438 2.720
H 2.103 1.628 1.745
H 3.466 4.087 -0.635
H 2.533 2.775 -1.329
H 4.188 3.049 -1.851
H 4.418 -0.556 0.475
H 4.762 0.042 -1.148

Summary:
Electronic energy ... -3746.99892 hartree
Gap between HOMO and LUMO ... 7.656 eV
Net charge ... +2
Spin multiplicity ... 1

***

The following is a quantum chemistry calculation of a 32-piece molecular cluster, C21H106O32 overall in a non-equilibrium geometry, from OMol25.

Element x y z (Å)
O 3.597 5.279 0.441
H 2.961 5.317 -0.272
H 4.394 4.938 0.035
O 4.498 1.821 -1.744
H 3.878 1.950 -2.462
H 4.329 0.930 -1.438
O 0.095 0.633 -3.639
H -0.309 1.257 -3.036
H -0.637 0.268 -4.135
O 0.059 -4.295 1.150
H -0.156 -3.519 0.632
H 0.952 -4.138 1.458
O 2.613 -0.027 6.321
H 2.190 0.813 6.145
H 3.411 0.202 6.799
O -5.325 3.809 6.093
H -6.039 4.095 5.522
H -5.016 2.992 5.701
O -4.224 1.545 -1.550
H -4.614 0.946 -2.186
H -4.413 2.418 -1.895
O 1.908 -2.085 4.536
H 2.130 -1.314 5.057
H 0.951 -2.106 4.535
O -5.140 2.384 0.892
H -4.978 1.694 0.250
H -4.355 2.394 1.439
O -3.060 1.695 5.501
H -3.803 1.141 5.740
H -2.293 1.220 5.822
O 0.029 -2.180 -0.530
H -0.503 -1.406 -0.715
H 0.696 -2.182 -1.216
O -1.662 0.446 -1.112
H -1.223 0.849 -0.363
H -2.537 0.833 -1.113
O 1.335 3.003 -1.295
H 1.381 3.943 -1.125
H 0.545 2.715 -0.838
O -0.796 0.453 6.542
H -0.818 -0.470 6.288
H -0.752 0.437 7.498
O 0.919 2.590 6.097
H 0.293 1.949 6.432
H 0.944 3.273 6.767
O -7.164 2.136 2.417
H -7.576 1.448 1.894
H -6.421 2.426 1.888
O 2.444 2.036 -3.516
H 1.660 1.575 -3.813
H 2.184 2.444 -2.690
O -2.329 4.273 5.356
H -3.063 4.519 5.919
H -2.364 3.317 5.321
O -0.736 6.407 6.052
H -1.022 5.664 5.520
H -1.100 6.235 6.920
O 1.629 6.018 -1.479
H 2.304 6.214 -2.128
H 0.828 5.908 -1.991
O -0.120 -4.443 4.054
H -0.260 -4.371 3.110
H 0.177 -5.344 4.184
O 1.358 7.934 5.280
H 1.749 7.218 4.778
H 0.690 7.512 5.820
O 1.579 -1.706 -2.781
H 2.492 -1.714 -3.071
H 1.236 -0.868 -3.090
O -6.643 -0.597 4.058
H -6.497 0.348 4.022
H -6.407 -0.911 3.185
O 2.634 -3.721 -0.646
H 2.276 -3.317 0.144
H 3.454 -4.123 -0.358
C 4.290 6.785 5.056
C 3.808 5.694 4.040
C 3.589 4.396 4.728
O 2.648 6.101 3.419
H 5.356 6.662 5.245
H 3.662 6.833 5.946
H 4.206 7.738 4.534
H 4.512 5.464 3.241
H 3.180 3.659 4.036
H 2.868 4.543 5.532
H 4.483 4.051 5.248
H 2.604 5.625 2.586
C 1.096 2.439 2.126
C -0.117 1.515 1.707
C -1.084 1.240 2.875
O -0.861 2.386 0.863
H 0.814 3.408 2.539
H 1.782 2.467 1.279
H 1.536 1.957 2.999
H 0.205 0.619 1.177
H -0.753 0.555 3.655
H -2.097 1.035 2.529
H -1.256 2.122 3.491
H -1.455 2.859 1.451
C -2.365 -4.050 6.654
C -1.378 -2.872 6.907
C -0.075 -3.426 7.565
O -0.924 -2.331 5.638
H -1.850 -4.979 6.408
H -2.996 -3.759 5.813
H -2.904 -4.153 7.596
H -1.750 -2.036 7.500
H 0.249 -4.344 7.076
H -0.310 -3.755 8.577
H 0.700 -2.659 7.565
H -0.664 -3.072 5.085
C -3.729 5.904 2.861
C -2.545 5.274 2.106
C -1.107 5.699 2.404
O -2.545 3.966 2.595
H -3.383 6.224 3.844
H -4.656 5.331 2.847
H -3.998 6.775 2.264
H -2.790 5.271 1.044
H -0.687 5.510 3.392
H -1.042 6.781 2.289
H -0.631 5.158 1.586
H -2.473 4.042 3.549
C 5.940 -0.307 2.099
C 5.905 0.974 1.211
C 4.843 1.955 1.713
O 7.176 1.630 1.371
H 5.055 -0.892 1.844
H 5.845 -0.082 3.161
H 6.841 -0.908 1.977
H 5.590 0.809 0.180
H 4.768 2.850 1.094
H 4.873 2.167 2.781
H 3.887 1.433 1.758
H 7.868 1.093 0.978
C -2.222 4.441 -1.852
C -1.799 5.599 -2.691
C -1.681 6.892 -1.833
O -0.524 5.356 -3.222
H -1.383 4.225 -1.190
H -2.380 3.609 -2.538
H -3.125 4.684 -1.291
H -2.452 5.747 -3.551
H -2.623 7.049 -1.308
H -1.443 7.757 -2.451
H -0.934 6.764 -1.049
H -0.687 4.701 -3.905
C -3.804 -3.090 3.296
C -4.140 -2.146 2.134
C -3.329 -2.278 0.875
O -5.527 -2.328 1.821
H -4.207 -4.077 3.072
H -4.335 -2.795 4.201
H -2.750 -3.230 3.539
H -3.997 -1.119 2.470
H -3.803 -1.752 0.047
H -3.046 -3.294 0.599
H -2.317 -1.899 1.020
H -5.884 -3.211 1.938

Summary:
Electronic energy ... -3271.36203 hartree
Gap between HOMO and LUMO ... 8.972 eV
Net charge ... 0
Spin multiplicity ... 1

***

Which of these has the highest gap between HOMO and LUMO?
C21H106O32